One molecule with the formula C5H10N2, computed with wB97M-V/def2-TZVPD.

Calculated values
**Lowest unoccupied orbital energy**: 1.066 eV
**HOMO-LUMO gap**: 0.3750 Eh

ORCA input file:
```
! RIJCOSX wB97M-V def2-TZVPD def2/J DEFGRID3
* xyz 0 1
C 1.020 -2.054 0.232
C 1.351 -1.209 -1.011
N 0.342 -0.169 -0.940
C 0.603 0.815 -0.187
C -0.503 1.439 0.593
C -1.698 2.085 -0.001
N -1.780 0.738 0.532
H 1.486 -3.040 0.236
H -0.067 -2.186 0.298
H 1.323 -1.503 1.131
H 2.384 -0.823 -0.961
H 1.235 -1.795 -1.927
H 1.633 1.075 0.103
H -0.184 1.711 1.599
H -2.225 2.830 0.587
H -1.710 2.233 -1.078
H -1.691 0.067 -0.234
*
```

=====

An isolated ion of composition C5H10N2 and charge +1 at a distorted geometry, computed with wB97M-V/def2-TZVPD.

Calculated values
**Lowest unoccupied orbital energy (alpha / beta)**: -4.551 / -7.555 eV
**HOMO-LUMO gap (alpha / beta)**: 0.3081 / 0.1975 Eh
**Expectation value of S²**: 0.77

ORCA input file:
```
! RIJCOSX wB97M-V def2-TZVPD def2/J DEFGRID3
* xyz 1 2
C 0.111 -0.180 2.006
C -0.866 0.281 0.915
C -0.479 -0.089 -0.490
C -0.288 0.882 -1.431
N 0.057 0.546 -2.704
C 1.139 0.555 -3.339
N -0.397 -1.465 2.564
H 0.261 0.538 2.806
H 1.145 -0.234 1.604
H -1.798 -0.233 1.181
H -1.139 1.340 0.869
H -0.470 -1.153 -0.707
H -0.376 1.952 -1.280
H 2.111 0.478 -2.842
H 1.197 0.501 -4.422
H -0.297 -2.140 1.829
H 0.090 -1.580 3.443
*
```

=====

One molecule with the formula C5H10N2O at a distorted geometry, computed with wB97M-V/def2-TZVPD.

Calculated values
**Lowest unoccupied orbital energy (alpha / beta)**: -0.976 / -0.767 eV
**HOMO-LUMO gap (alpha / beta)**: 0.2653 / 0.2770 Eh

ORCA input file:
```
! RIJCOSX wB97M-V def2-TZVPD def2/J DEFGRID3
* xyz 0 1
C 1.868 0.382 1.279
C -0.743 1.274 -1.046
C -0.047 0.158 -0.281
N 0.763 -0.638 -1.168
N 0.517 0.698 0.970
H 1.233 -1.405 -0.704
H 1.431 -0.085 -1.690
H 2.528 0.721 0.468
H 2.143 0.854 2.221
H 2.012 -0.706 1.378
H -0.006 1.961 -1.467
H -1.334 0.842 -1.853
H -1.393 1.832 -0.377
C -2.180 -1.305 0.118
C -1.002 -0.784 0.519
O -0.485 -0.747 1.711
H -2.432 -1.362 -0.928
H -2.873 -1.690 0.850
*
```

=====

One molecule with the formula C5H10N2O at a distorted geometry, computed with wB97M-V/def2-TZVPD.

Calculated values
**Lowest unoccupied orbital energy**: 0.643 eV
**HOMO-LUMO gap**: 0.3353 Eh

ORCA input file:
```
! RIJCOSX wB97M-V def2-TZVPD def2/J DEFGRID3
* xyz 0 1
N 2.375 0.721 0.115
C 1.639 -0.389 -0.015
O 2.049 -1.478 0.482
C 0.429 -0.232 -0.806
C -0.392 1.088 -0.301
C -1.393 0.473 0.795
C -1.679 -0.888 0.079
N -0.555 -1.278 -0.526
H 2.281 1.564 -0.502
H 3.481 0.381 0.648
H 0.674 -0.367 -1.647
H 0.133 1.737 0.030
H -1.115 1.451 -0.983
H -1.126 0.509 1.651
H -2.257 1.170 0.697
H -2.069 -1.676 0.935
H -2.519 -0.750 -0.504
H 0.043 -2.037 -0.148
*
```

=====

C5H10N2O as an isolated structure at a distorted geometry, computed with wB97M-V/def2-TZVPD.

Calculated values
**Lowest unoccupied orbital energy**: 1.055 eV
**HOMO-LUMO gap**: 0.3390 Eh

ORCA input file:
```
! RIJCOSX wB97M-V def2-TZVPD def2/J DEFGRID3
* xyz 0 1
C -0.547 -0.292 1.220
C -1.290 -1.392 0.942
C 2.476 0.544 -0.004
C -2.218 1.007 -0.772
C 1.212 -0.159 -0.480
N -0.079 0.308 0.004
N -1.090 0.086 -0.875
O -1.732 -1.420 -0.285
H -0.117 -0.128 2.127
H -1.497 -2.175 1.644
H 3.441 0.190 -0.440
H 2.497 1.620 -0.249
H 2.822 0.533 1.041
H -1.863 1.896 -1.232
H -3.082 0.626 -1.259
H -2.441 1.238 0.263
H 1.157 0.133 -1.550
H 1.394 -1.193 -0.465
*
```

=====

A 3-piece molecular cluster, C5H10N2O overall at a distorted geometry, computed with wB97M-V/def2-TZVPD.

Calculated values
**Lowest unoccupied orbital energy (alpha / beta)**: 0.211 / 0.564 eV
**HOMO-LUMO gap (alpha / beta)**: 0.2705 / 0.2957 Eh

ORCA input file:
```
! RIJCOSX wB97M-V def2-TZVPD def2/J DEFGRID3
* xyz 0 1
C 0.293 -2.073 2.174
C -1.014 1.915 -0.890
N 0.685 -0.392 0.778
C -0.240 -0.955 0.114
C 0.038 0.903 -1.133
C 0.951 0.833 -2.081
O 0.310 0.627 1.664
N -0.778 -1.857 -0.525
H 1.152 1.086 1.794
H -1.046 -1.607 -1.475
H 0.469 -3.008 1.657
H 1.084 -1.743 2.834
H -0.710 -1.919 2.553
H -0.892 2.380 0.091
H -0.989 2.713 -1.648
H -2.012 1.467 -0.911
H 0.985 1.564 -2.896
H 1.717 0.063 -2.102
*
```

=====

Which molar mass belongs to each record? In order, 98.1 98.1 114.1 114.1 114.1 114.1 g mol⁻¹.
Which energy relative to the best compared isomer or geometry (same formula, charge and spin) belongs to each record? In order, 193.30 38.70 441.05 517.36 456.68 871.61 kJ/mol.